Entry 1:
The following is a DFT calculation (ωB97M-V with the def2-TZVPD basis set) of C5H3N as an isolated structure.

```
9
Properties=species:S:1:pos:R:3
C 0.218 0.923 -0.201
C 0.927 -0.331 0.346
C -1.138 0.895 -0.002
C -0.524 -0.774 -0.268
C -1.761 -0.400 0.223
N -2.786 -0.934 0.036
H 1.772 -0.976 -0.560
H 1.234 -0.768 1.457
H -3.215 -1.784 0.174
```

Summary:
E_LUMO (spin up / spin down) ... -0.0441 / -0.0450 Eh
E_HOMO (spin up / spin down) ... -7.986 / -8.280 eV
Kohn-Sham gap (spin up / spin down) ... 6.78 / 7.05 eV

Atomic partial charges in e from the Mulliken method, atoms 1 to 6: atom 1 (C): -0.341, atom 2 (C): -0.207, atom 3 (C): -0.174, atom 4 (C): -0.034, atom 5 (C): 0.357, atom 6 (N): -0.399

Entry 2:
The following is a DFT calculation (ωB97M-V with the def2-TZVPD basis set) of C25H48ClNO2P2S2Y as an isolated structure.

```
82
Properties=species:S:1:pos:R:3
Y 0.124 0.507 0.019
Cl -1.032 -1.528 -0.897
P 2.576 -1.063 -1.191
C 2.533 -2.040 -2.780
C 3.971 0.124 -1.525
C 3.243 -2.391 -0.035
C 1.397 -1.366 -3.570
H 2.210 -3.047 -2.481
C 3.763 -2.229 -3.684
H 4.213 -1.282 -4.003
H 3.430 -2.744 -4.594
H 4.529 -2.877 -3.247
H 0.511 -1.249 -2.919
H 1.124 -2.001 -4.436
H 1.708 -0.357 -3.899
H 2.369 -3.062 0.026
C 3.494 -1.757 1.337
C 4.408 -3.262 -0.525
H 4.165 -3.829 -1.426
H 4.605 -4.017 0.246
H 5.342 -2.698 -0.688
H 3.216 -0.692 1.392
H 4.549 -1.880 1.628
H 2.858 -2.246 2.078
C 3.540 1.342 -2.331
H 4.658 -0.486 -2.118
C 4.676 0.599 -0.263
H 3.126 1.120 -3.312
H 4.393 1.996 -2.492
H 2.790 1.915 -1.779
H 3.986 1.192 0.357
H 5.540 1.200 -0.555
H 5.068 -0.224 0.331
H 1.098 2.329 -1.038
H 0.218 -0.497 1.567
P -2.847 0.643 1.063
C -3.845 -0.583 2.067
C -2.994 2.278 1.906
C -3.897 0.840 -0.468
C -2.801 -1.408 2.853
H -4.307 -1.243 1.312
C -4.964 -0.150 3.019
H -4.647 0.586 3.765
H -5.285 -1.040 3.573
H -5.855 0.209 2.496
H -2.050 -1.826 2.164
H -3.298 -2.239 3.382
H -2.282 -0.779 3.596
H -3.793 -0.150 -0.942
C -3.279 1.892 -1.400
C -5.400 1.026 -0.196
H -5.842 0.155 0.301
H -5.907 1.098 -1.166
H -5.633 1.936 0.386
H -2.444 2.459 -0.950
H -4.063 2.595 -1.716
H -2.837 1.404 -2.277
C -2.236 2.259 3.234
H -4.077 2.354 2.076
C -2.506 3.482 1.089
H -2.459 1.374 3.825
H -2.530 3.126 3.835
H -1.152 2.280 3.038
H -1.478 3.332 0.706
H -2.501 4.374 1.728
H -3.172 3.751 0.261
O -0.271 5.273 -1.066
S 1.031 4.657 -1.019
O 1.653 4.230 -2.247
N 0.814 3.046 -0.171
C 1.563 3.053 1.015
S 1.570 1.698 2.034
C 2.325 4.260 1.256
C 3.284 4.509 2.280
C 4.017 5.695 2.265
C 3.802 6.644 1.249
C 2.860 6.405 0.239
C 2.140 5.215 0.249
H 3.474 3.775 3.067
H 4.783 5.887 3.037
H 4.385 7.569 1.260
H 2.675 7.139 -0.550
```

Summary:
Net charge ... -1
E_LUMO ... 0.0966 Eh
E_HOMO ... -1.925 eV
Kohn-Sham gap ... 4.55 eV

Atomic partial charges in e from the Mulliken method, atoms 1 to 6: atom 1 (Y): -0.615, atom 2 (Cl): -0.646, atom 3 (P): 1.141, atom 4 (C): 0.371, atom 5 (C): 0.648, atom 6 (C): 0.437

Entry 3:
The following is a DFT calculation (ωB97M-V with the def2-TZVPD basis set) of a 5-piece molecular cluster, C3H15NO4 overall.

```
23
Properties=species:S:1:pos:R:3
C 0.884 -1.732 1.603
C -0.120 -0.902 1.938
C -0.996 -0.140 1.000
N -2.130 -0.860 0.203
H 1.567 -2.026 2.290
H 1.179 -1.884 0.583
H -0.598 -0.890 2.929
H -1.637 0.628 1.542
H -0.475 0.302 0.165
H -2.472 -1.712 0.707
H -1.620 -1.174 -0.625
O -0.369 -0.607 -2.457
H -0.293 -0.270 -3.230
H 0.171 -1.353 -2.249
O 2.729 -0.540 -1.416
H 2.704 0.304 -0.998
H 1.899 -0.839 -1.359
O 1.542 1.568 -0.385
H 0.737 1.651 -0.958
H 1.814 2.442 -0.042
O -1.145 2.533 0.074
H -1.244 3.355 0.486
H -2.129 2.146 0.200
```

Summary:
E_LUMO ... 0.0156 Eh
E_HOMO ... -8.985 eV
Kohn-Sham gap ... 9.41 eV

Atomic partial charges in e from the Mulliken method, atoms 1 to 6: atom 1 (C): -0.768, atom 2 (C): 0.016, atom 3 (C): -0.109, atom 4 (N): -0.575, atom 5 (H): 0.340, atom 6 (H): 0.135

Entry 4:
The following is a DFT calculation (ωB97M-V with the def2-TZVPD basis set) of C24H35N8OS2V as an isolated structure.

```
71
Properties=species:S:1:pos:R:3
V 0.295 -0.367 -0.090
N -0.531 -0.975 4.073
C -0.191 -1.091 2.792
S 0.587 0.301 2.003
N -0.398 -2.175 2.119
N 0.059 -2.090 0.829
C 0.382 -3.206 0.203
C 0.276 -4.537 0.757
C -0.859 -4.949 1.475
C -0.932 -6.240 1.957
C 0.140 -7.112 1.787
C 1.284 -6.702 1.111
C 1.347 -5.433 0.573
C 0.902 -2.970 -1.162
C 1.072 -3.954 -2.109
C 1.574 -3.603 -3.365
C 1.860 -2.280 -3.635
C 1.609 -1.330 -2.655
N 1.133 -1.665 -1.452
H -0.295 -0.157 4.610
H -0.864 -1.788 4.570
H -1.688 -4.273 1.615
H -1.821 -6.572 2.476
H 0.084 -8.115 2.187
H 2.123 -7.375 1.005
H 2.250 -5.114 0.069
H 0.810 -4.977 -1.884
H 1.727 -4.366 -4.117
H 2.250 -1.968 -4.594
H 1.771 -0.279 -2.846
C -4.188 0.132 2.626
C -4.334 1.285 1.642
C -3.065 1.533 0.818
S -2.903 0.171 -0.360
O -1.328 0.045 -0.649
C -3.512 0.850 -1.923
C -2.528 1.685 -2.740
C -2.047 2.986 -2.114
H -5.110 -0.013 3.187
H -3.392 0.335 3.345
H -3.967 -0.813 2.124
H -4.536 2.217 2.173
H -5.192 1.136 0.980
H -2.167 1.482 1.439
H -3.074 2.466 0.262
H -4.402 1.409 -1.614
H -3.848 -0.029 -2.475
H -3.062 1.901 -3.668
H -1.682 1.057 -3.023
H -2.880 3.626 -1.817
H -1.459 3.545 -2.840
H -1.403 2.816 -1.248
C 3.359 4.618 1.481
C 3.350 5.069 0.024
C 1.999 5.647 -0.384
C 3.802 3.955 -0.921
N 2.861 2.808 -0.915
C 2.775 1.784 -0.079
N 1.745 1.051 -0.471
N 1.206 1.670 -1.550
N 1.868 2.725 -1.814
H 3.170 5.467 2.136
H 4.319 4.188 1.775
H 2.566 3.889 1.684
H 4.112 5.843 -0.098
H 1.196 4.916 -0.250
H 1.994 5.972 -1.425
H 1.756 6.508 0.236
H 4.777 3.556 -0.648
H 3.831 4.289 -1.957
H 3.439 1.589 0.747
```

Summary:
Net charge ... +3
E_LUMO (spin up / spin down) ... -0.4027 / -0.3834 Eh
E_HOMO (spin up / spin down) ... -16.780 / -16.797 eV
Multiplicity ... 2
Kohn-Sham gap (spin up / spin down) ... 5.82 / 6.36 eV
⟨S²⟩ ... 0.780

Atomic partial charges in e from the Mulliken method, atoms 1 to 6: atom 1 (V): 0.445, atom 2 (N): -0.356, atom 3 (C): 0.515, atom 4 (S): -0.247, atom 5 (N): -1.225, atom 6 (N): 1.304

Entry 5:
The following is a DFT calculation (ωB97M-V with the def2-TZVPD basis set) of a 3-piece molecular cluster, C15H21BClFN4O5S overall.

```
49
Properties=species:S:1:pos:R:3
O -6.336 -1.673 0.908
C -5.199 -1.032 0.518
Cl -4.536 0.448 1.474
C -4.325 -1.484 -0.799
C -2.707 -1.616 -0.535
C -2.086 -2.153 0.893
F -2.904 -2.579 2.067
C -0.447 -2.268 1.009
C 0.330 -2.843 2.375
B 1.108 -4.233 1.850
O 0.211 -5.196 1.119
O 2.553 -4.492 2.036
C 0.587 -1.865 -0.241
C -0.071 -1.336 -1.646
N 0.764 -0.952 -2.864
S -0.529 -0.538 -3.992
N -2.104 -0.720 -3.183
C -1.701 -1.209 -1.805
H -4.764 -2.453 -1.337
H -4.461 -0.609 -1.599
H -0.456 -3.112 3.225
H 1.066 -2.048 2.820
H 0.456 -6.141 1.342
H 3.029 -4.173 1.190
H 1.764 -1.993 -0.087
C -2.812 4.235 -2.544
N -1.974 3.162 -3.023
C -0.926 3.232 -3.894
C -0.558 4.577 -4.454
O -0.316 2.209 -4.196
H -2.729 4.268 -1.455
H -3.845 4.006 -2.818
H -2.530 5.203 -2.961
H -2.158 2.223 -2.691
H 0.295 4.468 -5.131
H -1.397 4.990 -5.020
H -0.272 5.255 -3.646
C 4.463 2.226 3.002
N 3.804 1.173 2.267
C 3.689 -0.145 2.597
C 4.313 -0.612 3.883
O 3.088 -0.911 1.848
H 3.723 2.998 3.225
H 5.241 2.650 2.362
H 4.910 1.869 3.931
H 3.358 1.407 1.388
H 4.137 -1.684 4.005
H 5.393 -0.440 3.859
H 3.862 -0.089 4.730
```

Summary:
E_LUMO ... -0.0481 Eh
E_HOMO ... -8.163 eV
Kohn-Sham gap ... 6.86 eV

Atomic partial charges in e from the Mulliken method, atoms 1 to 6: atom 1 (O): -0.487, atom 2 (C): 0.402, atom 3 (Cl): -0.167, atom 4 (C): -0.460, atom 5 (C): 0.308, atom 6 (C): 0.173

Entry 6:
The following is a DFT calculation (ωB97M-V with the def2-TZVPD basis set) of the molecule CH4N2OS.

```
9
Properties=species:S:1:pos:R:3
O -0.193 1.570 -0.070
N 0.744 0.728 0.539
C 0.816 -0.530 -0.066
N -0.005 -1.286 -0.689
S -1.584 -0.665 -0.664
H -1.004 1.718 0.563
H 1.555 1.288 0.786
H 1.903 -0.894 -0.026
H -2.233 -1.930 -0.372
```

Summary:
E_LUMO ... 0.0262 Eh
E_HOMO ... -8.396 eV
Kohn-Sham gap ... 9.11 eV

Atomic partial charges in e from the Mulliken method, atoms 1 to 6: atom 1 (O): -0.486, atom 2 (N): -0.186, atom 3 (C): 0.168, atom 4 (N): -0.361, atom 5 (S): -0.192, atom 6 (H): 0.367

Entry 7:
The following is a DFT calculation (ωB97M-V with the def2-TZVPD basis set) of C48H40Cl3CuN4O2PS5 as an isolated structure.

```
104
Properties=species:S:1:pos:R:3
Cu 0.240 1.026 1.210
C 6.181 -1.008 -0.655
C 5.391 -1.448 0.399
C 4.286 -0.711 0.789
C 3.975 0.491 0.146
C 4.743 0.903 -0.938
C 5.847 0.156 -1.329
P 2.508 1.390 0.765
C 2.761 3.017 -0.033
C 2.020 3.284 -1.183
C 2.244 4.448 -1.902
C 3.210 5.350 -1.479
C 3.935 5.100 -0.323
C 3.709 3.939 0.402
C 2.973 1.626 2.518
C 4.268 1.852 2.924
C 4.565 2.064 4.282
C 3.568 2.039 5.218
C 2.231 1.775 4.846
C 1.190 1.709 5.801
C -0.083 1.397 5.420
C -0.379 1.138 4.061
C 0.593 1.213 3.099
C 1.921 1.549 3.474
H 7.056 -1.572 -0.949
H 5.645 -2.362 0.921
H 3.662 -1.041 1.612
H 4.496 1.816 -1.464
H 6.456 0.493 -2.158
H 1.257 2.582 -1.497
H 1.669 4.650 -2.797
H 3.394 6.255 -2.045
H 4.678 5.809 0.019
H 4.262 3.758 1.313
H 5.076 1.854 2.203
H 5.591 2.242 4.580
H 3.794 2.193 6.266
H 1.429 1.908 6.840
H -0.877 1.344 6.155
H -1.400 0.878 3.801
C 0.906 5.694 1.883
S -0.130 4.317 2.454
C -1.699 5.225 2.286
O -0.088 3.324 1.332
H 0.715 6.571 2.501
H 0.681 5.887 0.835
H 1.941 5.388 1.987
H -1.582 6.209 2.733
H -2.474 4.673 2.814
H -1.952 5.294 1.230
Cl -5.640 -3.470 -3.201
C -3.957 -3.758 -2.937
C -3.175 -2.771 -2.368
C -1.829 -3.009 -2.158
C -1.240 -4.234 -2.463
C 0.244 -4.511 -2.308
C 0.925 -4.134 -0.954
N 0.409 -3.100 -0.074
C -0.630 -3.260 0.808
C -0.731 -2.089 1.497
N 0.230 -1.217 1.060
C 0.884 -1.847 0.107
O 1.062 -4.105 -3.421
C 1.155 -2.760 -3.875
C 0.057 -2.224 -4.764
C -0.596 -2.896 -5.755
Cl -0.345 -4.508 -6.263
S -1.784 -1.921 -6.544
C -1.371 -0.576 -5.564
C -0.388 -0.875 -4.684
C -2.063 -5.206 -3.043
Cl -1.453 -6.773 -3.480
C -3.405 -4.973 -3.299
H -3.586 -1.814 -2.081
H -1.241 -2.187 -1.773
H 0.363 -5.591 -2.357
H 1.957 -3.884 -1.203
H 0.947 -5.045 -0.355
H -1.174 -4.185 0.890
H -1.412 -1.825 2.288
H 1.720 -1.437 -0.439
H 2.082 -2.760 -4.453
H 1.285 -2.074 -3.027
H -1.883 0.364 -5.694
H 0.006 -0.169 -3.972
H -4.002 -5.734 -3.781
S -5.763 1.835 2.349
C -4.527 1.313 1.395
S -3.005 2.161 1.206
C -2.430 0.900 0.088
N -3.300 -0.035 -0.059
N -4.454 0.183 0.646
C -5.435 -0.847 0.556
C -6.769 -0.556 0.316
C -7.672 -1.597 0.167
C -7.256 -2.915 0.287
C -5.922 -3.195 0.540
C -5.006 -2.165 0.668
S -0.952 0.994 -0.761
H -7.099 0.469 0.249
H -8.707 -1.373 -0.054
H -7.974 -3.718 0.182
H -5.593 -4.221 0.644
H -3.960 -2.365 0.855
```

Summary:
E_LUMO (spin up / spin down) ... 0.0121 / -0.0212 Eh
E_HOMO (spin up / spin down) ... -7.328 / -7.389 eV
Multiplicity ... 2
Kohn-Sham gap (spin up / spin down) ... 7.66 / 6.81 eV
⟨S²⟩ ... 0.755

Atomic partial charges in e from the Mulliken method, atoms 1 to 6: atom 1 (Cu): 0.122, atom 2 (C): -0.572, atom 3 (C): -0.878, atom 4 (C): -0.243, atom 5 (C): 0.688, atom 6 (C): -0.672

Entry 8:
The following is a DFT calculation (ωB97M-V with the def2-TZVPD basis set) of C42H31BrGeN6O4Tc as an isolated structure.

```
86
Properties=species:S:1:pos:R:3
Tc 0.121 0.071 0.182
O 1.790 0.191 1.319
N 1.668 0.816 2.451
N 0.622 1.492 2.526
O -0.194 1.536 1.457
C 0.297 2.328 3.653
C -1.036 2.663 3.844
C -1.351 3.443 4.944
C -0.352 3.862 5.814
C 0.975 3.506 5.595
C 1.321 2.728 4.504
H -1.806 2.306 3.176
H -2.380 3.719 5.125
H -0.607 4.475 6.668
H 1.748 3.843 6.272
H 2.349 2.454 4.317
O -4.264 -2.733 -4.869
N -4.034 -1.552 -5.027
O -4.510 -0.841 -5.875
C -3.274 -0.864 -3.942
C -3.498 0.460 -3.816
C -2.888 1.208 -2.761
C -3.164 2.563 -2.509
C -2.573 3.171 -1.429
C -1.705 2.443 -0.616
N -1.410 1.163 -0.845
C -2.000 0.550 -1.909
C -1.720 -0.831 -2.092
N -0.838 -1.360 -1.206
C -0.660 -2.674 -1.203
C -1.275 -3.507 -2.132
C -2.114 -2.979 -3.082
C -2.384 -1.593 -3.066
H -4.173 0.948 -4.508
H -3.842 3.108 -3.154
H -2.768 4.207 -1.190
H -1.236 2.905 0.238
H -0.008 -3.088 -0.444
H -1.085 -4.570 -2.091
H -2.588 -3.615 -3.811
Br 1.777 2.340 -1.203
C 2.428 0.622 -1.648
C 3.518 0.513 -2.488
C 4.028 -0.751 -2.738
C 3.441 -1.849 -2.123
C 2.347 -1.653 -1.310
N 1.815 -0.436 -1.091
H 3.960 1.402 -2.914
H 4.886 -0.872 -3.386
H 3.832 -2.847 -2.256
H 1.905 -2.482 -0.781
C -0.535 -1.111 1.206
Ge -1.383 -2.573 2.413
C -1.742 -1.416 3.932
C -0.708 -0.951 4.750
C -0.993 -0.224 5.895
C -2.313 0.051 6.228
C -3.346 -0.395 5.416
C -3.063 -1.128 4.271
C -0.101 -3.996 2.635
C 0.478 -4.211 3.887
C 1.320 -5.294 4.091
C 1.595 -6.168 3.050
C 1.016 -5.972 1.802
C 0.170 -4.896 1.599
C -2.852 -2.941 1.201
C -3.574 -1.894 0.624
C -4.656 -2.156 -0.201
C -5.027 -3.472 -0.455
C -4.321 -4.519 0.119
C -3.232 -4.257 0.941
H 0.327 -1.179 4.516
H -0.190 0.113 6.539
H -2.538 0.602 7.132
H -4.374 -0.193 5.686
H -3.880 -1.494 3.658
H 0.255 -3.557 4.719
H 1.752 -5.462 5.068
H 2.248 -7.015 3.214
H 1.208 -6.673 1.000
H -0.322 -4.795 0.634
H -3.309 -0.861 0.841
H -5.228 -1.342 -0.629
H -5.882 -3.680 -1.086
H -4.626 -5.541 -0.063
H -2.700 -5.084 1.397
```

Summary:
Net charge ... +3
E_LUMO ... -0.3796 Eh
E_HOMO ... -16.366 eV
Kohn-Sham gap ... 6.04 eV

Atomic partial charges in e from the Mulliken method, atoms 1 to 6: atom 1 (Tc): -2.472, atom 2 (O): -0.237, atom 3 (N): -0.694, atom 4 (N): 1.319, atom 5 (O): -0.299, atom 6 (C): 0.335